# 1
{"formula": "C19H58F3N8O12S", "method": "ωB97M-V with the def2-TZVPD basis set", "energy_ha": -2797.56006, "charge": -1, "multiplicity": 1, "elements": ["C", "F", "F", "F", "S", "O", "O", "O", "C", "C", "C", "O", "C", "N", "H", "H", "H", "H", "H", "H", "H", "H", "H", "H", "H", "C", "C", "C", "O", "C", "N", "H", "H", "H", "H", "H", "H", "H", "H", "H", "H", "H", "C", "C", "C", "O", "C", "N", "H", "H", "H", "H", "H", "H", "H", "H", "H", "H", "H", "C", "C", "C", "O", "C", "N", "H", "H", "H", "H", "H", "H", "H", "H", "H", "H", "H", "O", "H", "H", "O", "H", "H", "O", "H", "H", "C", "O", "N", "N", "H", "H", "H", "H", "C", "O", "N", "N", "H", "H", "H", "H"], "positions_angstrom": [[-0.08, -1.57, -0.26], [0.80, -2.54, -0.50], [-0.49, -1.05, -1.40], [-1.14, -1.97, 0.43], [0.81, -0.32, 0.83], [0.71, -0.80, 2.20], [2.17, -0.24, 0.33], [0.09, 0.93, 0.61], [2.80, 3.49, 2.80], [3.02, 2.47, 1.70], [3.63, 3.15, 0.48], [2.67, 4.12, 0.11], [3.19, 5.24, -0.55], [3.84, 1.37, 2.19], [2.49, 2.95, 3.71], [2.06, 4.26, 2.66], [3.75, 3.97, 3.07], [2.09, 2.04, 1.30], [3.73, 2.48, -0.38], [4.61, 3.60, 0.68], [3.84, 5.90, 0.04], [2.41, 5.89, -0.96], [3.71, 4.86, -1.44], [3.45, 0.47, 1.90], [3.84, 1.30, 3.20], [2.81, -3.20, -4.12], [3.67, -1.95, -3.88], [2.79, -0.72, -3.83], [3.59, 0.40, -3.55], [2.87, 1.52, -3.06], [4.41, -2.13, -2.62], [2.21, -3.13, -5.02], [2.25, -3.35, -3.20], [3.45, -4.07, -4.29], [4.40, -1.80, -4.68], [1.95, -0.89, -3.13], [2.29, -0.52, -4.80], [2.22, 1.20, -2.25], [2.28, 2.02, -3.84], [3.67, 2.16, -2.70], [4.66, -1.17, -2.36], [3.78, -2.38, -1.86], [-2.43, 1.96, -1.14], [-1.19, 2.38, -1.92], [-0.36, 3.39, -1.15], [-1.10, 4.51, -0.72], [-0.39, 5.59, -0.20], [-0.43, 1.10, -2.06], [-2.22, 1.64, -0.12], [-2.96, 1.19, -1.70], [-3.20, 2.74, -1.07], [-1.42, 2.76, -2.92], [0.45, 3.71, -1.83], [0.15, 2.93, -0.29], [-1.06, 6.28, 0.30], [0.16, 6.24, -0.90], [0.43, 5.22, 0.44], [-0.01, 0.98, -1.14], [0.36, 1.17, -2.70], [-5.03, -5.75, 1.49], [-5.34, -4.37, 2.01], [-4.22, -3.37, 1.84], [-4.65, -2.11, 2.36], [-3.66, -1.11, 2.24], [-6.60, -3.93, 1.44], [-4.95, -5.83, 0.40], [-5.81, -6.45, 1.80], [-4.06, -6.09, 1.87], [-5.44, -4.47, 3.10], [-4.03, -3.18, 0.77], [-3.26, -3.62, 2.30], [-2.78, -1.37, 2.85], [-4.08, -0.24, 2.75], [-3.35, -0.97, 1.21], [-6.54, -3.97, 0.43], [-6.80, -2.95, 1.62], [-0.75, -2.89, 4.20], [-0.54, -2.16, 3.60], [-0.55, -3.68, 3.69], [2.72, -2.92, 2.53], [1.91, -2.40, 2.58], [3.16, -2.59, 1.74], [4.83, -0.02, -0.10], [3.92, -0.35, -0.09], [4.87, 0.49, 0.73], [-1.57, 2.31, 3.45], [-2.08, 2.96, 4.36], [-1.10, 1.04, 3.55], [-1.37, 2.82, 2.19], [-0.96, 0.59, 4.43], [-0.87, 0.55, 2.69], [-0.70, 2.38, 1.57], [-1.58, 3.80, 2.09], [-3.21, -3.71, -2.02], [-3.44, -4.77, -1.46], [-1.95, -3.27, -2.32], [-4.19, -2.88, -2.46], [-1.78, -2.30, -2.54], [-1.17, -3.90, -2.34], [-3.99, -1.96, -2.80], [-5.13, -3.13, -2.21]]}

---

# 2
{"formula": "C19H59BrGaN4O24P6", "method": "ωB97M-V with the def2-TZVPD basis set", "energy_ha": -9331.75132, "charge": -1, "multiplicity": 1, "elements": ["N", "C", "N", "N", "C", "Ga", "N", "C", "C", "O", "Br", "P", "O", "O", "O", "H", "H", "H", "H", "H", "H", "H", "H", "H", "H", "H", "H", "H", "H", "C", "O", "P", "O", "O", "C", "O", "C", "H", "H", "H", "H", "H", "H", "H", "H", "H", "C", "O", "P", "O", "O", "C", "O", "C", "H", "H", "H", "H", "H", "H", "H", "H", "H", "C", "O", "P", "O", "O", "C", "O", "C", "H", "H", "H", "H", "H", "H", "H", "H", "H", "C", "O", "P", "O", "O", "C", "O", "C", "H", "H", "H", "H", "H", "H", "H", "H", "H", "C", "O", "P", "O", "O", "C", "O", "C", "H", "H", "H", "H", "H", "H", "H", "H", "H"], "positions_angstrom": [[0.59, 1.25, 1.93], [-0.29, 1.26, 0.77], [0.47, 1.51, -0.47], [-0.82, -0.11, 0.72], [-1.37, 2.35, 0.96], [-2.95, 2.39, -0.32], [-2.53, 2.26, -2.17], [-4.48, 1.07, 0.11], [-4.49, 0.67, 1.51], [-4.72, 1.25, 2.50], [-3.94, -1.28, 1.75], [-3.90, 4.56, -0.03], [-5.16, 4.95, -0.72], [-2.74, 5.67, -0.42], [-4.09, 4.84, 1.58], [1.43, 0.72, 1.72], [0.87, 2.19, 2.18], [-0.09, 2.07, -1.12], [1.29, 2.06, -0.27], [-1.08, -0.38, 1.67], [-1.66, -0.16, 0.16], [-0.86, 3.32, 0.87], [-1.76, 2.28, 2.00], [-1.83, 1.56, -2.39], [-2.19, 3.14, -2.53], [-4.41, 0.22, -0.57], [-5.39, 1.65, -0.09], [-1.92, 5.49, 0.05], [-3.31, 4.57, 2.08], [-0.10, 2.31, 6.36], [0.41, 1.02, 6.74], [1.07, 0.15, 5.57], [2.14, 0.82, 4.83], [-0.12, -0.36, 4.69], [-1.29, -0.93, 5.30], [1.51, -1.15, 6.37], [2.79, -1.15, 7.00], [-0.91, 2.54, 7.05], [0.69, 3.05, 6.45], [-0.47, 2.30, 5.34], [-2.07, -0.17, 5.37], [-1.07, -1.32, 6.29], [-1.64, -1.73, 4.65], [2.78, -1.97, 7.72], [2.98, -0.21, 7.52], [3.57, -1.32, 6.26], [3.21, 4.23, -5.89], [1.94, 4.91, -5.87], [0.92, 4.44, -4.74], [1.46, 4.41, -3.39], [0.36, 3.05, -5.23], [-0.12, 2.87, -6.57], [-0.29, 5.43, -5.00], [-0.35, 6.67, -4.29], [3.57, 4.25, -6.92], [3.92, 4.75, -5.25], [3.11, 3.20, -5.55], [0.65, 2.39, -7.16], [-0.40, 3.82, -7.02], [-1.00, 2.23, -6.50], [-1.06, 7.30, -4.82], [0.63, 7.15, -4.26], [-0.70, 6.49, -3.27], [9.61, 3.30, -8.60], [8.92, 2.43, -7.68], [7.52, 2.95, -7.10], [6.57, 3.42, -8.11], [7.88, 4.04, -6.03], [8.87, 3.79, -5.02], [7.09, 1.71, -6.22], [6.32, 0.66, -6.83], [10.67, 3.08, -8.50], [9.28, 3.10, -9.61], [9.43, 4.35, -8.36], [9.81, 4.25, -5.31], [9.02, 2.72, -4.86], [8.51, 4.25, -4.10], [6.39, -0.20, -6.16], [6.73, 0.40, -7.81], [5.29, 0.97, -6.94], [-6.78, -3.49, 3.75], [-6.41, -4.86, 3.99], [-5.89, -5.69, 2.73], [-4.89, -5.00, 1.93], [-7.20, -6.09, 1.93], [-8.32, -6.66, 2.60], [-5.46, -7.04, 3.41], [-4.11, -7.13, 3.91], [-7.53, -3.22, 4.49], [-5.91, -2.85, 3.84], [-7.19, -3.36, 2.74], [-9.07, -5.89, 2.78], [-8.03, -7.11, 3.55], [-8.73, -7.43, 1.95], [-4.09, -7.99, 4.58], [-3.84, -6.23, 4.46], [-3.41, -7.26, 3.09], [-1.05, -4.02, 0.73], [0.02, -4.86, 1.23], [-0.22, -5.70, 2.55], [-1.36, -6.62, 2.57], [-0.25, -4.66, 3.73], [0.76, -3.63, 3.81], [1.21, -6.38, 2.72], [1.44, -7.62, 2.03], [-0.59, -3.15, 0.27], [-1.65, -4.57, 0.01], [-1.70, -3.68, 1.54], [0.38, -2.71, 3.38], [1.66, -3.94, 3.28], [0.99, -3.48, 4.86], [2.51, -7.76, 2.02], [1.06, -7.57, 1.01], [0.95, -8.43, 2.56]]}

---

# 3
{"formula": "C19H60BInO23", "method": "ωB97M-V with the def2-TZVPD basis set", "energy_ha": -2704.15413, "de_lowest_kcal_mol": 151.9, "charge": 2, "multiplicity": 1, "elements": ["In", "O", "C", "O", "B", "O", "C", "O", "O", "C", "O", "C", "O", "O", "C", "O", "H", "H", "H", "H", "C", "O", "H", "H", "H", "H", "C", "O", "H", "H", "H", "H", "C", "O", "H", "H", "H", "H", "C", "O", "H", "H", "H", "H", "C", "O", "H", "H", "H", "H", "C", "O", "H", "H", "H", "H", "C", "O", "H", "H", "H", "H", "C", "O", "H", "H", "H", "H", "C", "O", "H", "H", "H", "H", "C", "O", "H", "H", "H", "H", "C", "O", "H", "H", "H", "H", "C", "O", "H", "H", "H", "H", "C", "O", "H", "H", "H", "H", "C", "O", "H", "H", "H", "H"], "positions_angstrom": [[1.00, 2.47, -5.20], [-5.27, -0.84, -6.44], [-5.65, -1.47, -7.38], [-5.82, -2.24, -8.25], [-1.51, -7.19, 11.05], [-0.69, -6.89, 10.27], [5.73, 0.26, 3.47], [5.46, 0.92, 2.48], [2.99, 2.62, -4.37], [2.64, 2.45, -3.13], [1.39, 2.21, -3.03], [-3.30, 0.09, 8.21], [-3.77, 1.23, 8.66], [-2.69, -0.98, 7.88], [0.79, 6.59, 0.17], [1.25, 5.28, -0.19], [1.35, 7.27, -0.42], [-0.27, 6.67, 0.04], [1.17, 6.85, 1.17], [1.63, 4.89, 0.60], [2.01, 5.99, -3.86], [1.26, 4.85, -3.40], [2.79, 5.51, -4.36], [1.50, 6.64, -4.60], [2.30, 6.44, -2.92], [-2.32, 10.38, 0.03], [-3.10, -3.71, -1.76], [-1.80, -4.16, -1.79], [-3.77, -4.55, -1.72], [-3.39, -3.14, -0.83], [-3.36, -3.05, -2.59], [-1.54, -4.25, -0.90], [1.31, -8.11, 6.15], [2.00, -6.92, 6.56], [2.01, -8.95, 6.14], [0.42, -8.33, 6.80], [0.93, -8.09, 5.16], [2.65, -7.07, 7.24], [2.14, -0.32, -7.13], [2.36, 0.84, -6.29], [1.86, -1.18, -6.56], [1.50, 0.04, -7.89], [3.06, -0.52, -7.67], [3.07, 0.70, -5.60], [-1.86, 4.88, 8.96], [-1.94, 3.59, 8.35], [-0.75, 5.11, 9.04], [-2.26, 5.61, 8.31], [-2.27, 4.89, 9.95], [-2.89, 3.30, 8.47], [0.67, 3.20, -8.54], [0.50, 3.73, -6.98], [1.71, 2.96, -8.45], [0.14, 2.26, -8.60], [0.42, 4.02, -9.24], [-0.35, 4.19, -6.81], [0.14, 4.14, 5.51], [-0.63, 3.81, 4.33], [-0.47, 3.89, 6.37], [1.00, 3.49, 5.64], [0.28, 5.20, 5.42], [-1.29, 3.17, 4.58], [-1.23, 0.72, -4.28], [-1.00, 1.68, -5.30], [-1.93, 0.98, -3.42], [-1.54, -0.20, -4.96], [-0.30, 0.35, -3.73], [0.43, 5.12, -2.81], [2.47, -2.42, 4.91], [1.69, -3.59, 4.61], [1.78, -1.60, 5.33], [3.44, -2.64, 5.59], [2.72, -2.06, 3.85], [1.23, -3.45, 3.78], [2.45, 2.69, 2.92], [1.34, 3.37, 2.36], [2.81, 3.22, 3.79], [2.19, 1.65, 3.20], [3.23, 2.60, 2.09], [0.63, 3.30, 3.06], [2.68, -4.63, 3.91], [3.51, 2.64, -2.19], [3.64, -4.00, 3.61], [1.76, -4.96, 3.18], [2.99, -5.34, 4.73], [4.04, 3.25, -2.74], [-7.25, -4.76, 1.00], [-7.96, -3.53, 1.24], [-7.59, -5.55, 1.68], [-7.55, -5.14, 0.05], [-6.11, -4.59, 1.13], [-8.93, -3.64, 1.23], [-0.98, -4.33, -5.65], [-2.13, -3.72, -5.05], [-0.82, -3.91, -6.64], [-0.03, -4.20, -5.04], [-1.08, -5.38, -5.84], [-2.19, -4.12, -4.13], [1.85, -2.56, -4.32], [2.84, -1.58, -4.51], [2.32, -3.55, -4.18], [1.22, -2.44, -3.42], [1.24, -2.55, -5.17], [3.65, -1.78, -3.97]]}

---

Which of these has the highest charge? C19H60BInO23